Run i
Density functional theory data (wB97M-V/def2-TZVPD) for the molecule CH5ClN2O.

Computed properties:
LUMO, eV: 0.50
Structure (SMILES): CON(N)Cl
Orbital gap, eV: 9.722

Each line ends with the Löwdin charge.
Atoms and positions in Å:
C (-1.098, -1.139, 0.031)  -0.1481
N (0.773, 1.726, -0.018)  0.0079
N (0.501, 0.516, 0.337)  -0.4408
O (-0.522, 0.017, -0.469)  -0.1906
Cl (2.033, -0.653, 0.023)  0.3219
H (-2.196, -1.196, 0.230)  0.0940
H (-0.736, -1.426, 0.963)  0.0541
H (-1.128, -2.016, -0.654)  0.0960
H (1.497, 2.212, 0.517)  0.1238
H (0.873, 1.958, -0.960)  0.0819

=====

Run ii
Density functional theory data (wB97M-V/def2-TZVPD) for the molecule CH5ClN2O.

Computed properties:
LUMO, eV: 0.01
Structure (SMILES): CON(N)Cl
Orbital gap, eV: 9.258

Each line ends with the Löwdin charge.
Atoms and positions in Å:
C (1.044, 1.217, 0.000)  -0.1128
N (-0.695, -1.673, -0.259)  0.0525
N (-0.374, -0.552, 0.368)  -0.3124
O (0.293, 0.197, -0.589)  -0.2370
Cl (-2.118, 0.556, 0.698)  0.1583
H (1.506, 0.806, 0.874)  0.0654
H (0.303, 1.945, 0.388)  0.0711
H (1.978, 1.490, -0.594)  0.1212
H (-1.187, -2.349, 0.314)  0.1255
H (-0.751, -1.638, -1.201)  0.0682

=====

run ii takes first place; second place is 16.9 kJ/mol up.

=====

Run i
Density functional theory data (wB97M-V/def2-TZVPD) for a cluster of 2 separate species, CH4O2 in total.

Computed properties:
LUMO, eV: 0.30
Structure (SMILES): C=O.O
Orbital gap, eV: 10.780

Each line ends with the Löwdin charge.
Atoms and positions in Å:
C (0.530, -1.190, 0.488)  -0.0622
H (1.341, -1.792, 0.863)  0.0806
H (-0.440, -1.580, 0.408)  0.0723
H (-0.184, 0.990, -0.891)  -0.0525
H (-0.975, 2.090, -0.246)  0.0324
O (0.692, 0.006, 0.359)  -0.0197
O (-0.964, 1.478, -0.981)  -0.0510

=====

Run ii
Density functional theory data (wB97M-V/def2-TZVPD) for a cluster of 2 separate species, CH4O2 in total.

Computed properties:
LUMO, eV: -0.31
Structure (SMILES): C=O.O
Orbital gap, eV: 10.149

Each line ends with the Löwdin charge.
Atoms and positions in Å:
O (-0.515, 0.462, -0.705)  -0.0288
C (-0.001, 1.201, 0.133)  -0.0421
H (-0.368, 1.456, 1.156)  0.1046
H (0.932, 1.710, -0.208)  0.0997
O (-0.133, -1.885, -0.393)  -0.0982
H (-0.328, -0.920, -0.397)  -0.0759
H (0.413, -2.024, 0.414)  0.0407

=====

run i takes first place; second place is 37.8 kJ/mol up.

=====

Run i
Density functional theory data (wB97M-V/def2-TZVPD) for a cluster of 7 separate species, C17H47N9O9 in total.

Computed properties:
LUMO, eV: -0.09
Structure (SMILES): CC1(C)CCCC(C)(C)N1O.NC(N)=O.NC(N)=O.NC(N)=O.NC(N)=O.OCCO.OCCO
Orbital gap, eV: 8.383

Each line ends with the Löwdin charge.
Atoms and positions in Å:
C (3.978, -1.858, -3.100)  -0.0340
C (2.990, -1.243, -2.124)  -0.4533
C (3.516, -1.661, -0.723)  -0.1648
C (4.691, -0.953, -0.142)  -0.1736
C (4.328, 0.499, -0.312)  -0.1324
C (3.947, 1.141, -1.707)  -0.4704
N (2.851, 0.248, -2.216)  -0.1679
O (2.314, 0.672, -3.402)  -0.0054
C (3.342, 2.515, -1.495)  -0.0335
C (5.185, 1.270, -2.631)  -0.0282
C (1.590, -1.910, -2.433)  -0.0215
H (3.655, -2.833, -3.464)  0.0909
H (4.892, -2.037, -2.533)  0.0701
H (4.245, -1.183, -3.914)  0.0790
H (2.665, -1.428, -0.083)  0.1113
H (3.826, -2.703, -0.800)  0.1233
H (5.487, -1.233, -0.834)  0.1022
H (4.896, -1.116, 0.916)  0.1265
H (5.168, 1.160, -0.097)  0.1145
H (3.572, 0.824, 0.403)  0.1160
H (4.140, 3.236, -1.317)  0.0873
H (2.772, 2.814, -2.375)  0.0853
H (2.657, 2.565, -0.649)  0.0812
H (5.912, 2.001, -2.276)  0.0829
H (5.717, 0.336, -2.806)  0.0718
H (4.945, 1.720, -3.595)  0.0821
H (1.613, -2.922, -2.028)  0.0748
H (1.465, -2.154, -3.488)  0.0745
H (0.618, -1.600, -2.051)  0.0747
H (2.999, 0.334, -3.983)  0.0827
C (-1.772, 3.637, 3.237)  -0.2645
C (-2.409, 4.911, 2.698)  -0.2561
O (-1.515, 5.977, 2.718)  -0.0697
O (-1.304, 3.524, 4.540)  -0.0451
H (-0.934, 3.306, 2.624)  0.1157
H (-2.551, 2.891, 3.082)  0.1075
H (-3.212, 5.294, 3.327)  0.1155
H (-2.884, 4.908, 1.717)  0.1211
H (-2.049, 6.727, 2.447)  0.0851
H (-1.330, 4.382, 4.969)  0.0855
C (-0.200, -1.315, 2.760)  -0.2719
C (-0.645, 0.145, 2.773)  -0.2775
O (-1.892, 0.356, 2.217)  -0.0657
O (0.345, -1.718, 1.553)  -0.0785
H (-1.099, -1.888, 2.986)  0.1180
H (0.412, -1.482, 3.646)  0.1112
H (0.168, 0.774, 2.409)  0.1191
H (-0.798, 0.519, 3.785)  0.1186
H (-1.844, 0.676, 1.314)  0.0301
H (-0.237, -2.468, 1.410)  -0.0063
C (-0.435, -4.788, 1.218)  -0.7725
O (-1.041, -3.784, 1.010)  0.0658
N (0.469, -4.937, 2.154)  0.2000
N (-0.611, -5.910, 0.640)  0.1775
H (0.869, -5.842, 1.952)  0.1112
H (0.808, -4.218, 2.777)  0.1284
H (-0.104, -6.784, 0.645)  0.1320
H (-1.493, -5.860, 0.149)  0.1302
C (-4.933, -2.369, 0.043)  -0.7423
O (-5.456, -1.201, 0.061)  -0.0315
N (-5.376, -3.427, -0.527)  0.1614
N (-3.745, -2.563, 0.546)  0.1677
H (-6.096, -3.189, -1.194)  0.1232
H (-4.676, -4.105, -0.794)  0.1140
H (-3.256, -3.423, 0.751)  0.0833
H (-3.520, -1.787, 1.152)  0.1078
C (-5.302, 3.015, -0.494)  -0.7670
O (-4.833, 3.899, -1.216)  -0.0060
N (-6.563, 2.620, -0.653)  0.1425
N (-4.649, 2.271, 0.320)  0.1923
H (-7.024, 2.228, 0.155)  0.0988
H (-7.189, 2.882, -1.400)  0.1070
H (-3.655, 2.394, 0.447)  0.0876
H (-4.948, 1.387, 0.707)  0.1034
C (-0.475, 1.469, -0.806)  -0.7772
O (-1.451, 1.715, -0.169)  0.0503
N (-0.409, 1.841, -2.074)  0.1858
N (0.425, 0.653, -0.455)  0.2253
H (0.020, 1.190, -2.716)  0.0913
H (-1.132, 2.448, -2.434)  0.1196
H (0.325, -0.001, 0.308)  0.0856
H (1.225, 0.518, -1.056)  0.0662

=====

Run ii
Density functional theory data (wB97M-V/def2-TZVPD) for a cluster of 7 separate species, C17H47N9O9 in total.

Computed properties:
LUMO, eV: 0.03
Structure (SMILES): CC1(C)CCCC(C)(C)N1O.NC(N)=O.NC(N)=O.NC(N)=O.NC(N)=O.OCCO.OCCO
Orbital gap, eV: 8.224

Each line ends with the Löwdin charge.
Atoms and positions in Å:
C (-0.884, 3.900, 1.826)  -0.0267
C (-0.694, 3.305, 0.450)  -0.4981
C (-1.927, 2.435, 0.102)  -0.1207
C (-2.094, 1.993, -1.384)  -0.1618
C (-2.201, 3.270, -2.279)  -0.1301
C (-0.974, 4.188, -2.053)  -0.4562
N (-0.683, 4.374, -0.644)  -0.1118
O (0.364, 5.305, -0.480)  -0.0272
C (0.302, 3.465, -2.734)  -0.0263
C (-1.406, 5.554, -2.709)  -0.0304
C (0.534, 2.485, 0.327)  -0.0504
H (-0.109, 4.660, 1.925)  0.0771
H (-0.832, 3.179, 2.642)  0.0861
H (-1.744, 4.569, 1.845)  0.0882
H (-1.710, 1.458, 0.535)  0.0987
H (-2.823, 2.861, 0.555)  0.1145
H (-2.996, 1.390, -1.487)  0.1047
H (-1.310, 1.321, -1.733)  0.0821
H (-3.069, 3.787, -1.870)  0.1112
H (-2.226, 2.946, -3.319)  0.1223
H (1.247, 3.904, -2.413)  0.0720
H (0.363, 2.389, -2.896)  0.0654
H (0.360, 3.756, -3.782)  0.0615
H (-0.853, 6.409, -2.320)  0.0606
H (-1.489, 5.755, -3.777)  0.0839
H (-2.295, 5.855, -2.154)  0.0729
H (1.467, 3.000, 0.558)  0.0907
H (0.679, 1.924, -0.597)  0.0699
H (0.595, 1.777, 1.153)  0.0794
H (-0.057, 6.061, -0.064)  0.0979
C (-2.828, 0.953, 4.451)  -0.1964
C (-2.699, -0.442, 3.786)  -0.2541
O (-1.465, -0.800, 3.271)  -0.0831
O (-1.639, 1.301, 5.192)  -0.0672
H (-3.767, 1.066, 4.993)  0.1165
H (-2.918, 1.721, 3.682)  0.1060
H (-3.236, -0.408, 2.838)  0.1202
H (-3.122, -1.229, 4.409)  0.1114
H (-0.808, -0.327, 3.788)  0.0809
H (-1.452, 0.589, 5.808)  0.0841
C (-2.742, -3.229, -2.917)  -0.2876
C (-1.786, -4.436, -2.900)  -0.2396
O (-0.527, -3.880, -3.166)  -0.0550
O (-2.973, -2.819, -4.206)  -0.0482
H (-2.458, -2.316, -2.393)  0.1020
H (-3.742, -3.489, -2.569)  0.1099
H (-2.126, -5.262, -3.523)  0.1184
H (-1.861, -5.007, -1.974)  0.1028
H (-0.511, -3.112, -2.591)  0.0290
H (-2.612, -1.931, -4.262)  0.0898
C (0.455, -4.289, 4.370)  -0.8035
O (1.380, -5.063, 4.202)  0.0317
N (-0.677, -4.512, 4.914)  0.1640
N (0.484, -3.055, 3.915)  0.1674
H (-1.464, -3.881, 4.963)  0.1151
H (-0.643, -5.387, 5.417)  0.1252
H (1.288, -2.772, 3.373)  0.0571
H (-0.377, -2.537, 4.018)  0.0701
C (0.289, -1.249, -0.772)  -0.8033
O (-0.149, -1.226, -1.880)  0.0348
N (1.522, -0.998, -0.398)  0.1843
N (-0.464, -1.548, 0.227)  0.2067
H (1.835, -1.215, 0.537)  0.0466
H (2.200, -0.580, -1.019)  0.1099
H (-0.047, -1.370, 1.130)  0.0922
H (-1.436, -1.727, 0.021)  0.1280
C (3.495, -2.247, 2.203)  -0.7634
O (2.359, -1.877, 2.151)  0.0288
N (4.250, -2.509, 1.162)  0.1804
N (4.248, -2.234, 3.227)  0.1937
H (5.253, -2.399, 1.220)  0.1195
H (3.834, -2.361, 0.254)  0.1053
H (3.849, -1.898, 4.091)  0.1368
H (5.170, -2.646, 3.230)  0.1310
C (4.640, -2.300, -4.446)  -0.8492
O (4.993, -3.438, -4.508)  0.0634
N (4.859, -1.366, -5.298)  0.1677
N (3.823, -1.904, -3.535)  0.1570
H (5.358, -1.685, -6.117)  0.1263
H (4.547, -0.417, -5.150)  0.1150
H (3.306, -2.595, -3.010)  0.1207
H (3.558, -0.935, -3.431)  0.1014

=====

run i takes first place; second place is 67.3 kJ/mol up.

=====

Run i
Density functional theory data (wB97M-V/def2-TZVPD) for the molecule CH2N2O4.

Computed properties:
LUMO, eV: 0.11
Structure (SMILES): NC(=O)O[N+](=O)[O-]
Orbital gap, eV: 11.409

Each line ends with the Löwdin charge.
Atoms and positions in Å:
C (0.704, 0.658, 0.179)  -0.4997
N (1.771, -0.070, -0.183)  0.1545
N (-1.843, -0.375, 0.111)  -0.3846
O (-0.421, -0.437, 0.272)  -0.0092
O (0.465, 1.782, 0.368)  0.1734
O (-2.351, 0.643, -0.276)  0.1266
O (-2.426, -1.447, 0.220)  0.1010
H (2.735, 0.313, -0.478)  0.1800
H (1.367, -1.068, -0.213)  0.1580

=====

Run ii
Density functional theory data (wB97M-V/def2-TZVPD) for a cluster of 2 separate species, CH2N2O4 in total.

Computed properties:
LUMO, eV: 0.60
Structure (SMILES): [O-]/[NH+]=N\O.O=C=O
Orbital gap, eV: 10.600

Each line ends with the Löwdin charge.
Atoms and positions in Å:
C (-1.285, -1.223, 0.056)  -0.4803
N (1.180, 0.268, 0.068)  -0.2620
N (0.354, 0.669, 0.895)  0.0033
O (-1.918, -0.797, -0.783)  0.2342
O (-0.685, -1.683, 0.923)  0.1968
O (-0.602, 1.338, 0.248)  -0.0047
O (1.208, 0.355, -1.121)  -0.0157
H (2.014, -0.315, 0.405)  0.2188
H (-0.266, 1.386, -0.692)  0.1096

=====

run ii takes first place; second place is 99.6 kJ/mol up.

=====

Run i
Density functional theory data (wB97M-V/def2-TZVPD) for a cluster of 2 separate species, C4H12O2S in total.

Computed properties:
LUMO, eV: 0.43
Structure (SMILES): OCCCCS.O
Orbital gap, eV: 9.206

Each line ends with the Löwdin charge.
Atoms and positions in Å:
C (-1.434, -1.771, -1.843)  -0.2445
O (-2.583, -0.891, -1.960)  -0.0868
C (-0.193, -1.022, -1.416)  -0.2141
C (-0.006, -0.895, 0.105)  -0.3007
C (1.244, -0.116, 0.411)  -0.5369
S (1.186, 0.314, 2.224)  0.6698
H (-1.337, -2.186, -2.837)  0.1071
H (-1.644, -2.606, -1.169)  0.1135
H (-2.366, -0.089, -1.456)  0.0738
H (0.704, -1.437, -1.874)  0.1138
H (-0.114, -0.042, -1.900)  0.1198
H (-0.886, -0.368, 0.486)  0.1034
H (0.078, -1.901, 0.528)  0.1173
H (1.368, 0.846, -0.066)  0.0419
H (2.101, -0.780, 0.316)  0.0676
H (1.964, 1.403, 2.212)  -0.1700
H (-0.406, 3.450, 0.317)  0.0477
H (1.081, 3.749, 0.316)  0.0429
O (0.454, 3.033, 0.170)  -0.0655

=====

Run ii
Density functional theory data (wB97M-V/def2-TZVPD) for a cluster of 2 separate species, C4H12O2S in total.

Computed properties:
LUMO, eV: 0.43
Structure (SMILES): OCCCCS.O
Orbital gap, eV: 9.535

Each line ends with the Löwdin charge.
Atoms and positions in Å:
C (1.332, -1.310, -0.354)  -0.3363
O (1.581, -2.248, 0.571)  -0.0837
C (1.068, 0.047, 0.275)  -0.2086
C (-0.288, 0.778, 0.162)  -0.2963
C (-0.160, 1.723, -1.108)  -0.4495
S (-0.632, 0.565, -2.589)  0.6785
H (2.154, -1.336, -0.946)  0.0791
H (0.435, -1.928, -0.912)  0.1665
H (0.844, -2.561, 1.139)  0.1161
H (1.811, 0.882, 0.053)  0.1258
H (1.256, -0.038, 1.337)  0.1010
H (-0.346, 1.492, 1.096)  0.1355
H (-1.125, 0.034, 0.191)  0.0819
H (-0.878, 2.569, -1.272)  0.0602
H (0.797, 2.245, -1.124)  0.0612
H (0.429, -0.148, -2.600)  -0.2285
H (-2.929, 0.418, 1.509)  0.0779
H (-2.444, -1.027, 2.201)  0.0502
O (-2.903, -0.156, 2.370)  -0.1309

=====

run i takes first place; second place is 178.0 kJ/mol up.

=====

Run i
Density functional theory data (wB97M-V/def2-TZVPD) for a structure of composition CCl4.

Computed properties:
LUMO, eV: -0.37
Orbital gap, eV: 10.800

Each line ends with the Löwdin charge.
Atoms and positions in Å:
Cl (1.532, -0.887, 1.132)  0.5139
Cl (0.280, 1.652, 1.770)  0.4783
Cl (-1.219, 0.094, 0.087)  0.4636
Cl (1.514, 1.328, -0.842)  0.4407
C (0.538, 0.459, 0.499)  -1.8965

=====

Run ii
Density functional theory data (wB97M-V/def2-TZVPD) for a structure of composition CCl4.

Computed properties:
LUMO, eV: 0.19
Orbital gap, eV: 11.234

Each line ends with the Löwdin charge.
Atoms and positions in Å:
C (0.008, 0.053, -0.094)  -2.0758
Cl (-0.070, -1.311, 1.140)  0.4285
Cl (-1.752, 0.315, -0.384)  0.4954
Cl (0.614, 1.433, 0.574)  0.5993
Cl (1.200, -0.489, -1.235)  0.5527

=====

run i takes first place; second place is 16.5 kJ/mol up.